Record 1
A 10-piece molecular cluster, C45H93F9N4O9 overall in a non-equilibrium geometry. Source: OMol25; level of theory: the ωB97M-V functional and the def2-TZVPD basis.

Values from the calculation:
**F_max**: 2.29 eV Å⁻¹
**Lowest unoccupied orbital energy**: 0.43 eV
**HOMO energy**: -8.077 eV
**Net charge**: 0
**SMILES string**: CCOC(=O)C(F)(F)F.CCOC(=O)C(F)(F)F.CCOC(=O)C(F)(F)F.CCN(CC)CC.CCN(CC)CC.CCN(CC)CC.CCN(CC)CC.CC(C)=O.CC(C)=O.CC(C)=O
**Energy**: -3565.3202 a.u.
**Frontier orbital gap**: 0.312 Eh

Each line ends with the Mulliken charge.
Geometry (Å):
C: -1.599 6.127 2.996  -1.2610
C: -1.296 4.902 3.822  -0.1510
O: -0.024 4.289 3.698  -0.3134
C: 0.306 3.652 2.598  0.2701
O: -0.444 3.512 1.671  -0.1400
C: 1.697 2.959 2.622  0.7129
F: 2.278 3.162 3.785  -0.1049
F: 1.445 1.664 2.406  -0.2971
F: 2.397 3.446 1.607  -0.2285
H: -0.693 6.735 2.894  0.3407
H: -2.326 6.727 3.541  0.4250
H: -1.978 5.995 1.983  0.1726
H: -2.068 4.150 3.620  0.2131
H: -1.322 5.182 4.874  0.4304
C: 1.554 4.963 -1.102  -1.5645
C: 0.891 3.806 -1.826  0.8412
O: 1.768 3.263 -2.826  -0.3036
C: 1.466 3.400 -4.100  0.3644
O: 0.597 4.094 -4.537  -0.5475
C: 2.408 2.549 -4.981  0.8728
F: 2.039 2.509 -6.231  -0.2312
F: 3.634 3.103 -4.869  -0.2571
F: 2.529 1.309 -4.502  -0.2039
H: 0.884 5.410 -0.371  0.2562
H: 1.803 5.799 -1.769  0.4601
H: 2.549 4.694 -0.746  0.3192
H: -0.023 4.088 -2.342  0.4817
H: 0.796 3.028 -1.068  -0.5026
C: 1.076 -6.412 -2.406  -1.2189
C: 1.091 -5.340 -1.345  0.6424
O: 0.707 -5.848 -0.056  -0.3208
C: -0.576 -6.076 0.139  0.4523
O: -1.430 -5.926 -0.676  -0.5203
C: -0.908 -6.349 1.613  0.8368
F: -1.429 -7.570 1.767  -0.2742
F: 0.151 -6.247 2.405  -0.2443
F: -1.824 -5.470 2.017  -0.2475
H: 0.086 -6.665 -2.782  0.3183
H: 1.615 -7.297 -2.076  0.4143
H: 1.567 -5.968 -3.277  0.2641
H: 0.599 -4.387 -1.554  -0.3509
H: 2.114 -4.991 -1.182  0.2881
C: 6.347 0.063 2.632  -1.3368
C: 5.154 0.929 3.046  -0.2576
N: 4.267 0.252 4.000  1.0119
C: 3.494 -0.824 3.396  -0.6465
C: 2.130 -1.027 4.031  -0.4975
C: 4.812 -0.063 5.297  -0.6064
C: 5.277 1.176 6.077  -1.4751
H: 6.916 0.498 1.809  0.4486
H: 5.944 -0.864 2.214  0.2429
H: 6.990 -0.165 3.479  0.2876
H: 5.497 1.850 3.520  0.5237
H: 4.578 1.159 2.152  -0.2747
H: 3.417 -0.718 2.312  -0.1909
H: 4.063 -1.769 3.497  0.3228
H: 1.601 -0.082 3.932  -0.3317
H: 1.614 -1.842 3.522  0.3377
H: 2.112 -1.257 5.096  0.4319
H: 5.585 -0.843 5.224  0.5475
H: 4.056 -0.511 5.946  0.3242
H: 4.566 2.003 6.031  0.2120
H: 6.209 1.577 5.675  0.3639
H: 5.337 0.905 7.131  0.4378
C: -6.086 2.545 -5.825  -1.0075
C: -5.815 1.088 -5.353  -0.7706
N: -4.867 0.967 -4.272  0.0942
C: -5.180 1.673 -3.044  0.2146
C: -6.475 1.227 -2.388  -1.5745
C: -3.481 1.090 -4.723  -0.5739
C: -2.486 0.481 -3.733  -1.0552
H: -6.532 2.521 -6.819  0.4002
H: -5.131 3.063 -5.934  0.2685
H: -6.687 3.127 -5.127  0.2611
H: -6.745 0.557 -5.133  0.4246
H: -5.461 0.603 -6.265  0.4583
H: -4.299 1.448 -2.435  -0.0378
H: -5.241 2.765 -3.167  0.2513
H: -7.244 1.578 -3.078  0.3785
H: -6.565 0.189 -2.071  0.3136
H: -6.582 1.753 -1.434  0.4127
H: -3.240 2.161 -4.807  0.2283
H: -3.310 0.664 -5.709  0.4719
H: -2.846 -0.444 -3.283  0.2413
H: -2.143 1.201 -2.985  0.0472
H: -1.537 0.209 -4.210  0.5680
C: 0.714 -4.599 -7.411  -1.3662
C: 0.815 -4.946 -5.914  -1.0768
N: 0.166 -4.098 -4.919  0.8860
C: 0.527 -2.693 -5.024  0.3149
C: 2.049 -2.483 -4.931  -1.1518
C: -1.272 -4.422 -4.919  -0.6753
C: -2.180 -3.587 -4.010  -0.6527
H: 1.303 -5.254 -8.048  0.4358
H: 0.998 -3.562 -7.590  0.2501
H: -0.330 -4.742 -7.700  0.3106
H: 0.576 -6.006 -5.788  0.5845
H: 1.867 -4.929 -5.609  0.4807
H: 0.132 -2.128 -5.880  0.2790
H: 0.121 -2.267 -4.099  -0.5050
H: 2.201 -1.404 -4.896  0.2375
H: 2.457 -2.890 -4.006  0.1425
H: 2.591 -2.876 -5.787  0.3840
H: -1.339 -5.470 -4.612  0.3533
H: -1.655 -4.422 -5.948  0.3350
H: -1.957 -3.770 -2.957  -0.0599
H: -3.206 -3.910 -4.172  0.4955
H: -2.028 -2.532 -4.235  0.0480
C: -1.796 -0.707 4.191  -1.6559
C: -1.228 0.556 4.838  0.5382
N: -0.372 0.309 6.002  0.9743
C: -1.128 -0.443 7.015  -0.6105
C: -0.270 -0.834 8.197  -1.4271
C: 0.182 1.543 6.540  -0.9436
C: 1.711 1.489 6.571  -0.3602
H: -2.761 -0.983 4.616  0.4796
H: -1.125 -1.557 4.318  0.4467
H: -1.914 -0.515 3.125  0.1112
H: -0.590 1.046 4.098  -0.7093
H: -2.085 1.210 5.068  0.4519
H: -1.604 -1.316 6.577  0.4666
H: -1.919 0.215 7.412  0.3753
H: -0.744 -1.563 8.859  0.4276
H: 0.099 -0.023 8.824  0.3041
H: 0.624 -1.381 7.873  0.2759
H: -0.127 2.466 6.023  -0.1516
H: -0.313 1.853 7.475  0.4604
H: 2.130 2.465 6.820  0.5143
H: 2.058 0.717 7.255  0.2904
H: 1.982 1.264 5.542  -0.2348
C: 3.199 -2.189 -0.575  0.2674
C: 3.526 -0.889 -1.282  0.6190
C: 3.000 0.381 -0.654  0.6139
O: 4.167 -0.867 -2.307  -0.6572
H: 4.175 -2.481 -0.174  0.4409
H: 2.727 -2.807 -1.332  -0.6297
H: 2.622 -2.013 0.333  -0.1414
H: 3.420 0.641 0.317  -0.5163
H: 1.937 0.175 -0.500  -0.2625
H: 3.149 1.244 -1.301  0.3622
C: -0.655 0.071 0.521  -0.4718
C: -0.550 -1.446 0.515  0.3625
C: -1.135 -2.110 -0.697  -0.3309
O: 0.062 -2.047 1.366  -0.4898
H: -0.106 0.519 1.348  -0.5697
H: -1.701 0.367 0.557  0.6750
H: -0.134 0.474 -0.351  0.3453
H: -1.186 -3.181 -0.498  0.0005
H: -0.501 -1.951 -1.574  -0.0514
H: -2.107 -1.688 -0.951  0.4444
C: -2.561 4.078 -1.357  -0.3917
C: -3.649 3.961 -0.323  0.2842
C: -3.489 2.887 0.729  0.3901
O: -4.631 4.660 -0.402  -0.6307
H: -2.960 4.189 -2.364  0.5153
H: -1.862 3.254 -1.250  -0.3142
H: -2.064 5.037 -1.172  0.4345
H: -3.212 3.454 1.623  -0.1199
H: -2.590 2.315 0.518  -0.7184
H: -4.373 2.261 0.794  0.4836

***

Record 2
One molecule with the formula I2O2 in a non-equilibrium geometry. Source: OMol25; level of theory: the ωB97M-V functional and the def2-TZVPD basis.

Values from the calculation:
**F_max**: 1.46 eV Å⁻¹
**Lowest unoccupied orbital energy**: -2.52 eV
**HOMO energy**: -9.024 eV
**Net charge**: 0
**Energy**: -745.6484 a.u.
**Frontier orbital gap**: 0.239 Eh

Each line ends with the natural charge from an NBO analysis.
Geometry (Å):
O: -0.329 -1.619 -0.250  -0.8760
O: -0.751 0.952 -1.014  -0.9050
I: 0.837 -1.032 0.997  0.8859
I: 0.243 1.699 0.267  0.8950

***

Record 3
C4H7BO3 as an isolated structure in a non-equilibrium geometry. Source: OMol25; level of theory: the ωB97M-V functional and the def2-TZVPD basis.

Values from the calculation:
**F_max**: 4.96 eV Å⁻¹
**Lowest unoccupied orbital energy**: -0.10 eV
**HOMO energy**: -7.925 eV
**Net charge**: 0
**Energy**: -407.1391 a.u.
**Frontier orbital gap**: 0.288 Eh

Each line ends with the natural charge from an NBO analysis.
Geometry (Å):
B: 1.367 -1.243 -0.306  1.0381
C: -1.154 2.390 1.586  -0.5329
C: -1.232 -1.581 -1.005  -0.4213
C: -1.128 1.350 0.671  0.1608
C: -0.214 -1.091 -0.345  0.0750
O: 1.940 -0.820 -1.437  -0.8562
O: 2.022 -1.687 0.747  -0.8553
O: -0.873 0.077 0.945  -0.5821
H: -1.442 3.298 1.233  0.1877
H: -0.820 2.390 2.673  0.2016
H: -2.354 -1.356 -0.764  0.2419
H: -1.164 -2.189 -1.795  0.2121
H: -1.546 1.517 -0.310  0.1480
H: 2.912 -0.979 -1.469  0.4853
H: 3.003 -1.977 0.547  0.4973

***

Record 4
A 16-piece molecular cluster, C6H36O15 overall in a non-equilibrium geometry. Source: OMol25; level of theory: the ωB97M-V functional and the def2-TZVPD basis.

Values from the calculation:
**F_max**: 1.85 eV Å⁻¹
**Lowest unoccupied orbital energy**: 0.15 eV
**HOMO energy**: -9.590 eV
**Net charge**: 0
**Energy**: -1378.8163 a.u.
**Frontier orbital gap**: 0.358 Eh

Each line ends with the natural charge from an NBO analysis.
Geometry (Å):
C: -2.232 2.505 -0.054  -0.2333
C: -2.622 3.006 1.191  -0.2171
C: -1.651 2.995 2.212  -0.2054
C: -0.407 2.485 1.940  -0.2235
C: -0.115 1.904 0.716  -0.2568
C: -0.965 1.983 -0.359  -0.1577
H: -2.950 2.724 -0.835  0.2057
H: -3.637 3.352 1.320  0.2174
H: -1.898 3.197 3.246  0.2153
H: 0.359 2.648 2.666  0.2208
H: 0.832 1.402 0.508  0.2154
H: -0.721 1.598 -1.369  0.2100
H: -1.129 -2.906 1.907  0.5021
H: -2.045 -3.706 2.434  0.4743
O: -2.118 -2.820 2.049  -0.9979
H: -1.232 0.120 -3.381  0.4968
H: -2.388 -0.223 -2.561  0.4795
O: -1.958 -0.524 -3.387  -0.9616
H: 2.033 3.619 -2.352  0.4855
H: 3.227 2.750 -1.883  0.5014
O: 2.465 2.769 -2.464  -0.9833
H: 4.356 0.400 -0.937  0.4707
H: 3.515 0.342 0.341  0.5067
O: 4.282 0.801 -0.061  -0.9818
H: 2.067 -1.618 -0.205  0.4947
H: 1.302 -0.732 0.656  0.4850
O: 2.065 -0.694 0.073  -0.9663
H: -2.436 -1.300 2.875  0.5139
H: -3.140 -0.026 3.422  0.4783
O: -2.297 -0.382 3.141  -0.9919
H: 1.601 -2.695 -1.845  0.5143
H: 0.383 -3.485 -1.563  0.5116
O: 1.073 -3.034 -1.083  -1.0108
H: -0.712 -2.587 -4.208  0.4671
H: -1.358 -2.142 -2.867  0.5010
O: -0.777 -2.801 -3.262  -0.9845
H: 1.036 1.620 -3.570  0.5132
H: 0.063 2.005 -4.799  0.4901
O: 0.259 1.395 -4.102  -1.0003
H: -4.131 -1.161 0.265  0.4770
H: -3.300 -2.094 -0.673  0.4770
O: -4.122 -1.624 -0.575  -0.9524
H: 0.730 -2.879 0.601  0.4948
H: 0.881 -3.004 2.118  0.4988
O: 0.397 -3.423 1.353  -0.9977
H: -0.368 -0.593 5.016  0.4807
H: -0.733 0.062 3.621  0.5176
O: -0.030 -0.068 4.274  -0.9891
H: 2.421 -2.111 3.449  0.4777
H: 1.303 -0.993 3.571  0.5210
O: 1.735 -1.670 2.948  -1.0080
H: 1.144 -1.685 -4.054  0.4881
H: 1.916 -0.598 -3.233  0.4842
O: 1.754 -1.527 -3.318  -0.9582
H: 2.072 3.447 0.641  0.4732
H: 3.266 2.527 0.222  0.4940
O: 2.936 3.446 0.225  -0.9771

***

Record 5
A 2-piece molecular cluster, C4H3I overall in a non-equilibrium geometry. Source: OMol25; level of theory: the ωB97M-V functional and the def2-TZVPD basis.

Values from the calculation:
**F_max**: 2.42 eV Å⁻¹
**Lowest unoccupied orbital energy (spin up / spin down)**: -2.42 / -2.42 eV
**HOMO energy (spin up / spin down)**: -8.564 / -8.562 eV
**Net charge**: 0
**Energy**: -451.7265 a.u.
**Frontier orbital gap (spin up / spin down)**: 0.226 / 0.226 Eh

Each line ends with the natural charge from an NBO analysis.
Geometry (Å):
C: -0.638 -0.261 0.053  0.1119
C: 0.265 0.672 0.018  -0.0729
C: -1.651 -1.059 -0.027  -0.4287
C: 1.221 1.456 -0.019  -0.0406
I: 3.598 -0.244 0.017  -0.3057
H: -2.645 -0.913 -0.486  0.2513
H: -1.752 -2.080 0.411  0.2506
H: 1.602 2.430 0.033  0.2341

***

Record 6
A 2-piece molecular cluster, C5H10O2 overall in a non-equilibrium geometry. Source: OMol25; level of theory: the ωB97M-V functional and the def2-TZVPD basis.

Values from the calculation:
**F_max**: 1.23 eV Å⁻¹
**Lowest unoccupied orbital energy**: 0.99 eV
**HOMO energy**: -7.940 eV
**Net charge**: 0
**SMILES string**: C=COC.C=CO
**Energy**: -346.8876 a.u.
**Frontier orbital gap**: 0.328 Eh

Each line ends with the natural charge from an NBO analysis.
Geometry (Å):
C: 1.256 0.609 1.001  -0.5063
C: 0.929 1.023 -0.219  0.1435
O: -0.326 1.212 -0.703  -0.5163
C: -1.306 1.664 0.210  -0.2531
H: 2.277 0.334 1.235  0.2154
H: 0.522 0.428 1.778  0.2037
H: 1.652 1.094 -1.030  0.1814
H: -1.009 2.648 0.591  0.1824
H: -1.460 0.985 1.057  0.1705
H: -2.240 1.746 -0.349  0.1999
C: 0.632 -1.737 0.047  -0.5317
C: -0.597 -1.643 -0.427  0.1327
O: -0.943 -1.601 -1.733  -0.6787
H: 1.554 -1.669 -0.521  0.2004
H: 0.651 -2.069 1.060  0.2120
H: -1.454 -1.594 0.244  0.1728
H: -0.138 -1.428 -2.239  0.4716

***

Record 7
A 2-piece molecular cluster, C4H12O overall in a non-equilibrium geometry. Source: OMol25; level of theory: the ωB97M-V functional and the def2-TZVPD basis.

Values from the calculation:
**F_max**: 2.28 eV Å⁻¹
**Lowest unoccupied orbital energy**: 1.00 eV
**HOMO energy**: -10.213 eV
**Net charge**: 0
**SMILES string**: CCO.CC
**Energy**: -234.7828 a.u.
**Frontier orbital gap**: 0.412 Eh

Each line ends with the natural charge from an NBO analysis.
Geometry (Å):
C: -0.131 -1.600 0.861  -0.6564
C: 0.095 -0.461 1.853  -0.0678
O: -0.902 0.565 1.885  -0.7542
H: 0.259 -1.445 -0.126  0.2209
H: -1.190 -1.739 0.563  0.2230
H: 0.408 -2.583 1.216  0.2104
H: 0.243 -0.759 2.899  0.1713
H: 0.924 0.166 1.459  0.1779
H: -1.539 0.582 2.599  0.4747
C: 0.506 1.151 -2.872  -0.6158
C: 0.483 0.358 -1.574  -0.6136
H: -0.477 1.010 -3.340  0.2004
H: 0.514 2.253 -2.786  0.2119
H: 1.234 0.672 -3.544  0.2050
H: 0.728 -0.688 -1.798  0.1967
H: -0.542 0.367 -1.262  0.2088
H: 1.036 0.752 -0.731  0.2068

***

Record 8
One molecule with the formula C2H8NO2P in a non-equilibrium geometry. Source: OMol25; level of theory: the ωB97M-V functional and the def2-TZVPD basis.

Values from the calculation:
**F_max**: 4.29 eV Å⁻¹
**Lowest unoccupied orbital energy**: 0.58 eV
**HOMO energy**: -9.071 eV
**Net charge**: 0
**SMILES string**: C[P@](=O)(O)CN
**Energy**: -627.6191 a.u.
**Frontier orbital gap**: 0.354 Eh

Each line ends with the natural charge from an NBO analysis.
Geometry (Å):
C: -1.118 -1.487 -0.027  -1.0439
P: -1.349 0.315 0.008  2.0928
O: -2.585 0.697 0.751  -1.0842
O: -1.389 0.884 -1.475  -1.0050
C: 0.320 1.035 0.790  -0.5317
N: 1.408 0.830 -0.182  -0.8632
H: -1.485 -1.845 0.910  0.2615
H: -1.618 -1.659 -0.948  0.2526
H: -0.108 -1.914 -0.428  0.2530
H: -0.599 1.155 -1.959  0.5205
H: 0.067 2.036 1.044  0.2108
H: 0.574 0.417 1.625  0.2100
H: 2.113 0.394 0.256  0.3582
H: 1.775 1.639 -0.711  0.3685